C28H41BrN2P2SV as an isolated structure at a distorted geometry. Source: OMol25; level of theory: ωB97M-V with the def2-TZVPD basis set.

The geometry in XYZ format:
```
76
Properties=species:S:1:pos:R:3:mulliken_charge:R:1
C 0.138 5.767 -4.408 -0.203
C -0.310 4.584 -5.040 0.610
C -0.487 4.604 -6.436 -0.509
C -0.497 5.847 -7.079 -0.435
N -0.141 6.979 -6.473 -0.389
C 0.101 6.960 -5.157 -0.754
C -0.713 3.461 -4.282 0.571
C -1.601 2.533 -3.938 -0.610
C -2.022 1.819 -2.757 1.398
C -1.154 0.694 -2.531 1.575
C -1.287 -0.039 -1.341 -0.633
C -2.306 0.255 -0.403 -0.057
C -3.272 1.233 -0.734 -0.649
C -3.131 2.001 -1.900 -0.537
V 0.100 2.163 -3.235 -0.356
P 2.690 -0.281 -1.747 0.773
H -0.615 3.686 -6.992 0.460
H 0.492 5.802 -3.368 0.526
H -0.789 5.925 -8.122 0.424
H 0.277 7.927 -4.655 0.383
H -3.853 2.790 -2.149 0.636
H -0.350 0.470 -3.360 -0.027
H -4.107 1.389 -0.051 0.601
H -0.550 -0.800 -1.114 -0.223
C 2.301 -1.605 -0.550 -0.569
C 2.834 -2.992 -0.887 -1.332
H 1.204 -1.634 -0.469 0.241
H 2.676 -1.275 0.434 0.597
H 2.531 -3.696 -0.101 0.464
H 2.432 -3.368 -1.838 0.162
H 3.931 -3.003 -0.937 0.334
C 3.254 -1.045 -3.354 -0.449
C 3.531 0.003 -4.439 -1.181
H 2.425 -1.706 -3.668 0.110
H 4.147 -1.668 -3.156 0.569
H 3.859 -0.510 -5.352 0.439
H 2.616 0.578 -4.671 0.086
H 4.322 0.713 -4.149 0.324
C 4.262 0.423 -1.063 -0.690
C 5.398 -0.567 -0.812 -1.267
H 3.976 0.936 -0.128 0.498
H 4.576 1.208 -1.773 0.491
H 6.250 -0.010 -0.402 0.418
H 5.139 -1.335 -0.070 0.296
H 5.735 -1.049 -1.741 0.319
Br -2.158 -0.434 1.282 0.116
P -1.989 -2.731 -3.986 0.007
C -0.245 -2.920 -3.536 0.536
C 0.128 -4.400 -3.800 -1.511
H -0.061 -2.634 -2.485 -0.149
H 0.320 -2.227 -4.182 0.278
H 1.214 -4.552 -3.817 0.378
H -0.279 -5.058 -3.015 0.416
H -0.279 -4.739 -4.768 0.479
C -2.973 -2.948 -2.471 0.113
C -4.348 -3.576 -2.755 -1.288
H -3.099 -1.925 -2.101 -0.139
H -2.393 -3.538 -1.739 0.529
H -4.930 -3.629 -1.827 0.409
H -4.921 -2.945 -3.447 0.340
H -4.265 -4.583 -3.182 0.388
C -2.525 -1.247 -4.849 0.334
C -3.068 -1.568 -6.267 -1.392
H -1.639 -0.595 -4.879 -0.088
H -3.271 -0.750 -4.206 0.341
H -3.403 -0.642 -6.743 0.424
H -2.295 -1.985 -6.925 0.395
H -3.911 -2.274 -6.270 0.377
S -0.836 4.067 0.221 0.111
C 0.199 2.697 0.488 -0.331
C 0.989 2.457 -0.608 -0.765
N 0.547 3.164 -1.756 -0.090
C -0.260 4.245 -1.374 -0.045
H 0.145 2.093 1.391 0.530
H 1.892 1.845 -0.645 0.608
H -0.483 5.108 -1.994 0.250
```

As for the multiplicity: 2. The net charge is +4. The expectation value of S² is 0.752. The value obtained for the total energy is -5798.090762 hartree. For the HOMO energy (spin up / spin down), the calculation gives -19.300 / -19.305 eV.



C28H41ClGeIrO5PSi3 as an isolated structure at a distorted geometry. Source: OMol25; level of theory: ωB97M-V with the def2-TZVPD basis set.

The geometry in XYZ format:
```
81
Properties=species:S:1:pos:R:3:mulliken_charge:R:1
Ir 0.028 0.960 1.207 2.147
O 2.504 -0.286 0.193 -0.475
C 1.978 0.778 0.480 -0.631
C 2.780 2.053 0.223 0.457
C 4.167 2.081 0.238 -0.406
C 4.812 3.299 0.063 -0.677
C 4.078 4.465 -0.133 -0.699
C 2.690 4.437 -0.173 -0.415
C 2.046 3.219 0.002 -0.198
P 0.271 2.947 -0.134 0.440
C -0.042 2.573 -1.877 0.446
C 0.890 2.843 -2.876 -0.283
C 0.601 2.527 -4.196 -0.756
C -0.617 1.950 -4.524 -0.573
C -1.549 1.678 -3.531 -0.667
C -1.259 1.980 -2.210 -0.159
C -0.535 4.513 0.235 0.442
C -0.625 4.903 1.571 -0.465
C -1.209 6.114 1.902 -0.729
C -1.710 6.936 0.901 -0.479
C -1.632 6.547 -0.428 -0.734
C -1.044 5.336 -0.766 -0.180
H 4.723 1.169 0.408 0.516
H 5.893 3.344 0.094 0.427
H 4.593 5.409 -0.257 0.429
H 2.124 5.345 -0.344 0.515
H 1.842 3.296 -2.631 0.419
H 1.327 2.739 -4.971 0.431
H -0.844 1.711 -5.555 0.398
H -2.502 1.230 -3.783 0.438
H -1.981 1.753 -1.433 0.330
H -0.249 4.257 2.358 0.431
H -1.281 6.412 2.939 0.414
H -2.171 7.880 1.160 0.395
H -2.031 7.186 -1.205 0.429
H -0.990 5.035 -1.805 0.420
O -2.919 0.892 2.868 -0.623
Cl -1.601 0.314 2.829 0.757
O -1.756 -1.143 2.524 -0.596
O -0.696 -0.497 -0.117 -1.275
O -0.918 0.436 4.101 -0.565
C 2.240 -2.050 2.815 -0.779
Si 0.694 -3.042 2.650 0.456
C 0.952 -4.742 1.927 -0.857
C -0.390 -3.053 4.139 -0.937
Ge -0.508 -2.102 0.517 0.327
Si -2.932 -3.008 0.311 0.238
C -4.129 -2.230 1.472 -0.980
C -3.133 -2.496 -1.468 -0.763
C -2.741 -4.836 0.603 -0.986
Si 0.901 -3.032 -1.509 0.487
C 0.518 -1.731 -2.773 -0.712
C 0.132 -4.687 -1.889 -1.063
C 2.691 -3.174 -1.061 -0.824
H 2.829 -2.579 3.575 0.525
H 2.049 -1.038 3.173 0.244
H 2.812 -1.989 1.891 0.167
H 1.420 -5.356 2.705 0.515
H 1.626 -4.730 1.071 0.089
H 0.020 -5.234 1.642 0.214
H 0.163 -3.644 4.880 0.440
H -1.352 -3.536 3.965 0.275
H -0.570 -2.055 4.530 0.284
H -4.226 -1.155 1.322 0.299
H -3.874 -2.397 2.517 0.240
H -5.092 -2.710 1.259 0.432
H -2.838 -1.456 -1.615 0.079
H -4.192 -2.591 -1.730 0.514
H -2.560 -3.126 -2.148 0.231
H -2.541 -5.052 1.654 0.292
H -1.969 -5.301 -0.009 0.268
H -3.696 -5.313 0.355 0.454
H -0.534 -1.730 -3.058 0.251
H 1.118 -1.937 -3.666 0.547
H 0.769 -0.737 -2.401 -0.036
H -0.911 -4.596 -2.194 0.253
H 0.202 -5.395 -1.062 0.318
H 0.680 -5.119 -2.734 0.470
H 3.133 -2.210 -0.817 0.124
H 3.184 -3.584 -1.950 0.473
H 2.876 -3.865 -0.238 0.329
```

As for the multiplicity: 6. The net charge is +1. The expectation value of S² is 8.772. The value obtained for the total energy is -5318.515478 hartree. The value obtained for the energy above the lowest of the compared OMol25 structures with the same formula, charge and spin is 65.25 kJ/mol. For the HOMO energy (spin up / spin down), the calculation gives -9.073 / -11.034 eV.



C28H41FeN5 as an isolated structure at a distorted geometry. Source: OMol25; level of theory: ωB97M-V with the def2-TZVPD basis set.

The geometry in XYZ format:
```
75
Properties=species:S:1:pos:R:3:mulliken_charge:R:1
Fe 0.938 0.101 -0.032 0.509
C -1.775 -2.781 1.215 -1.738
C -0.314 -2.448 1.094 0.996
C 0.469 -3.034 0.103 -0.472
C 1.829 -2.761 0.015 -0.504
C 2.433 -1.901 0.930 -0.328
C 1.671 -1.345 1.959 -0.959
C 0.300 -1.600 2.020 -0.619
H -2.336 -1.947 1.636 0.402
H -1.907 -3.644 1.872 0.347
H -2.205 -3.034 0.246 0.370
H 0.014 -3.728 -0.594 0.603
H 2.431 -3.243 -0.744 0.587
H 3.498 -1.721 0.887 0.472
H 2.146 -0.729 2.709 0.407
H -0.284 -1.193 2.836 0.411
C 1.070 3.860 -0.507 -2.119
C 0.896 3.124 0.826 3.397
C 0.532 4.174 1.889 -1.992
C -0.218 2.047 0.733 -1.575
C 2.157 2.356 1.189 0.027
C 2.984 1.813 0.190 -0.352
C 4.117 1.075 0.504 -0.931
C 4.471 0.858 1.829 -0.407
C 3.667 1.386 2.828 -0.951
C 2.530 2.117 2.514 -0.382
H 0.214 4.507 -0.688 0.556
H 1.128 3.165 -1.343 0.384
H 1.973 4.477 -0.481 0.338
H -0.362 4.709 1.570 0.420
H 1.347 4.892 2.024 0.390
H 0.313 3.713 2.852 0.405
H -0.494 1.672 1.722 0.437
H 2.784 2.028 -0.851 0.562
H 4.745 0.702 -0.297 0.410
H 5.364 0.297 2.075 0.435
H 3.933 1.225 3.866 0.377
H 1.935 2.515 3.325 0.248
C -0.639 0.123 -2.938 -0.595
N 0.646 -0.432 -2.463 1.189
C 0.783 -1.797 -3.000 -0.692
N 0.724 -1.820 -4.458 0.114
C -0.555 -1.238 -4.878 -0.714
N -0.716 0.133 -4.396 0.116
C 0.391 0.933 -4.921 -0.746
N 1.693 0.404 -4.499 0.172
C 1.728 0.393 -3.042 -0.792
C 1.804 -0.975 -4.976 -0.666
H -0.750 1.139 -2.547 -0.410
H -1.452 -0.492 -2.544 0.561
H -0.025 -2.414 -2.602 0.098
H 1.741 -2.208 -2.676 0.039
H -1.369 -1.852 -4.485 0.350
H -0.601 -1.242 -5.970 0.348
H 0.291 1.962 -4.569 0.315
H 0.347 0.924 -6.012 0.388
H 1.603 1.418 -2.684 0.107
H 2.691 0.003 -2.703 0.147
H 2.764 -1.387 -4.657 0.324
H 1.760 -0.977 -6.067 0.359
C -3.827 1.933 -1.989 -1.655
C -2.980 3.159 -1.623 2.218
C -2.840 4.060 -2.854 -1.646
C -3.673 3.948 -0.503 -1.826
C -1.614 2.696 -1.179 -0.767
N -1.325 2.282 -0.051 0.204
H -4.820 2.249 -2.316 0.450
H -3.936 1.279 -1.122 0.324
H -3.358 1.372 -2.799 0.303
H -3.823 4.411 -3.178 0.448
H -2.379 3.516 -3.681 0.279
H -2.222 4.931 -2.627 0.352
H -4.611 4.379 -0.863 0.436
H -3.030 4.757 -0.152 0.364
H -3.887 3.292 0.342 0.343
```

As for the multiplicity: 5. The net charge is 0. The expectation value of S² is 6.046. The value obtained for the total energy is -2628.850156 hartree. For the HOMO energy (spin up / spin down), the calculation gives -5.260 / -5.862 eV.